[1]
{"formula": "C15H17NO2S2", "method": "ωB97M-V with the def2-TZVPD basis set", "symbols": ["C", "H", "H", "H", "S", "C", "C", "C", "C", "C", "C", "H", "H", "S", "O", "O", "N", "H", "C", "C", "C", "C", "C", "C", "C", "H", "H", "C", "H", "H", "H", "H", "H", "H", "H", "H", "H"], "xyz": [[4.091, 2.601, 4.926], [3.073, 2.613, 5.191], [4.522, 1.464, 5.020], [4.793, 3.350, 5.298], [4.303, 3.036, 2.937], [3.211, 1.793, 2.444], [2.521, 0.886, 3.253], [1.911, -0.322, 2.465], [1.782, -0.263, 1.130], [2.287, 0.781, 0.339], [3.087, 1.565, 1.181], [3.711, 2.400, 0.530], [2.266, 0.858, -0.850], [0.600, -1.510, 0.397], [0.892, -1.352, -1.153], [0.805, -2.625, 1.056], [-0.914, -0.769, 0.803], [-1.513, -1.617, 1.016], [-1.472, 0.036, 0.082], [-2.110, -0.226, -1.070], [-1.389, 0.131, -2.417], [-2.066, -0.282, -3.369], [-3.183, -1.209, -3.504], [-3.783, -1.469, -2.217], [-2.986, -1.307, -1.244], [-3.657, -1.424, -0.302], [-4.561, -2.002, -2.469], [-3.721, -1.776, -4.860], [-4.630, -2.108, -4.639], [-4.038, -0.718, -5.537], [-2.955, -2.339, -5.408], [-1.469, -0.010, -4.585], [-0.655, 0.746, -2.390], [-0.599, 1.016, -0.090], [-2.180, 0.719, 0.763], [1.247, -1.229, 3.152], [2.778, 0.561, 4.120]], "nbo_charge": [-0.64, 0.21, 0.22, 0.23, 0.23, -0.21, -0.21, -0.16, -0.37, -0.16, -0.21, 0.19, 0.28, 2.27, -0.94, -0.92, -0.81, 0.39, -0.23, -0.02, -0.16, -0.16, 0.04, -0.23, -0.22, 0.18, 0.21, -0.61, 0.21, 0.20, 0.24, 0.15, 0.20, 0.18, 0.21, 0.25, 0.19], "orbital_gap_ha": 0.31109, "spin_multiplicity": 1, "e_tot_ev": -43071.8677, "relative_energy_kcal_mol": 327.7, "e_homo_ev": -8.20}

=====

[2]
{"formula": "C15H17NO4", "method": "ωB97M-V with the def2-TZVPD basis set", "symbols": ["C", "C", "C", "H", "H", "O", "C", "O", "C", "C", "C", "C", "O", "N", "C", "C", "C", "C", "C", "C", "O", "C", "H", "H", "H", "H", "H", "H", "H", "H", "H", "H", "H", "H", "H", "H", "H"], "xyz": [[1.670, 3.698, 1.708], [1.019, 3.154, 2.552], [0.197, 2.454, 3.521], [-0.293, 3.168, 4.188], [0.823, 1.759, 4.097], [-0.859, 1.723, 2.886], [-0.589, 0.473, 2.497], [0.462, -0.079, 2.688], [-1.780, -0.129, 1.787], [-1.722, -1.659, 1.779], [-2.474, -2.276, 0.602], [-2.042, -1.849, -0.799], [-2.816, -1.895, -1.732], [-0.749, -1.453, -0.894], [-0.070, -0.938, -2.003], [-0.506, -1.062, -3.311], [0.248, -0.528, -4.345], [1.435, 0.124, -4.075], [1.882, 0.260, -2.767], [1.136, -0.262, -1.726], [1.458, -0.181, -0.396], [2.630, 0.496, -0.017], [2.643, 0.456, 1.071], [3.523, 0.005, -0.416], [2.609, 1.541, -0.341], [2.809, 0.776, -2.574], [2.026, 0.536, -4.879], [-0.097, -0.627, -5.362], [-1.436, -1.569, -3.507], [-0.196, -1.395, -0.050], [-3.540, -2.049, 0.676], [-2.376, -3.364, 0.642], [-0.674, -1.972, 1.781], [-2.159, -2.039, 2.705], [-1.755, 0.260, 0.765], [-2.694, 0.244, 2.249], [2.255, 4.201, 0.997]], "nbo_charge": [-0.22, -0.03, -0.16, 0.22, 0.24, -0.49, 0.81, -0.61, -0.52, -0.41, -0.49, 0.68, -0.61, -0.62, 0.09, -0.22, -0.23, -0.21, -0.32, 0.34, -0.53, -0.25, 0.22, 0.18, 0.17, 0.22, 0.21, 0.21, 0.25, 0.42, 0.23, 0.24, 0.22, 0.22, 0.25, 0.24, 0.24], "orbital_gap_ha": 0.32551, "spin_multiplicity": 1, "smiles": "C#CCOC(=O)CCCC(=O)Nc1ccccc1OC", "e_tot_ev": -25509.5956, "relative_energy_kcal_mol": 74.6, "e_homo_ev": -8.14}

=====

[3]
{"formula": "C15H17O3P", "method": "ωB97M-V with the def2-TZVPD basis set", "symbols": ["O", "P", "C", "C", "C", "C", "C", "C", "H", "H", "H", "H", "H", "C", "C", "C", "C", "C", "C", "H", "H", "H", "H", "H", "C", "O", "C", "H", "H", "C", "O", "H", "H", "H", "H", "H"], "xyz": [[-1.455, -1.298, -0.479], [-0.242, -0.476, -0.459], [0.113, 0.334, -2.054], [-0.955, 0.442, -2.933], [-0.786, 1.053, -4.163], [0.454, 1.558, -4.515], [1.523, 1.448, -3.639], [1.357, 0.838, -2.409], [2.196, 0.746, -1.736], [2.492, 1.837, -3.919], [0.592, 2.035, -5.474], [-1.618, 1.133, -4.846], [-1.909, 0.029, -2.639], [-0.314, 0.900, 0.739], [-1.517, 1.088, 1.406], [-1.651, 2.114, 2.323], [-0.580, 2.957, 2.575], [0.619, 2.776, 1.904], [0.755, 1.752, 0.984], [1.688, 1.620, 0.456], [1.451, 3.437, 2.099], [-0.680, 3.758, 3.292], [-2.587, 2.258, 2.842], [-2.336, 0.416, 1.192], [1.317, -1.455, -0.093], [1.047, -2.525, 0.756], [0.613, -2.120, 2.033], [1.391, -1.526, 2.538], [-0.289, -1.492, 1.939], [0.281, -3.372, 2.848], [-0.288, -3.060, 4.092], [-1.136, -2.625, 3.945], [1.196, -3.928, 3.061], [-0.382, -4.007, 2.247], [1.654, -1.891, -1.039], [2.108, -0.809, 0.315]], "nbo_charge": [-1.08, 1.87, -0.33, -0.21, -0.20, -0.20, -0.21, -0.22, 0.21, 0.22, 0.22, 0.22, 0.24, -0.33, -0.22, -0.21, -0.20, -0.20, -0.23, 0.21, 0.22, 0.22, 0.22, 0.24, -0.39, -0.52, -0.09, 0.17, 0.17, -0.07, -0.71, 0.47, 0.18, 0.17, 0.22, 0.18], "orbital_gap_ha": 0.36871, "spin_multiplicity": 1, "smiles": "O=P(COCCO)(c1ccccc1)c1ccccc1", "e_tot_ev": -31262.2991, "relative_energy_kcal_mol": 45.0, "e_homo_ev": -9.42}